C3H9NO2 | the ωB97M-V functional and the def2-TZVPD basis

Structure (XYZ):
```
15
Properties=species:S:1:pos:R:3:lowdin_charge:R:1
C -1.02 -0.84 1.41 0.0300
C -1.29 0.37 0.93 -0.2411
N -1.10 0.83 -0.41 -0.0418
C -1.01 0.00 -1.35 -0.0489
H -0.58 -1.63 0.82 0.0513
H -0.97 -0.90 2.46 0.0419
H -1.80 1.09 1.55 0.0945
H -0.87 0.39 -2.36 0.0784
H -0.74 -1.06 -1.25 0.0672
O 1.72 1.32 0.41 -0.0580
H 1.68 1.00 1.32 0.0478
H 0.82 1.56 0.14 0.0025
O 1.59 -1.48 -0.82 -0.0705
H 1.57 -0.51 -0.81 0.0032
H 2.30 -1.70 -1.43 0.0434
```

Total charge: 0
Kohn-Sham gap in eV: 10.04
HOMO in eV: -9.77
Structure (SMILES): C=CN=C.O.O
Energy above the lowest of the compared OMol25 structures with the same formula, charge and spin in kcal/mol: 60.9

C37H52FGeN8S2SeSiTi | the ωB97M-V functional and the def2-TZVPD basis

Structure (XYZ):
```
104
Properties=species:S:1:pos:R:3:lowdin_charge:R:1
Ti -1.58 0.36 0.06 0.7789
N -1.37 -3.57 1.34 0.1020
C -1.41 -2.45 0.57 -0.8772
S -2.95 -1.70 0.23 0.7025
N -0.28 -2.03 0.08 -0.0572
N -0.42 -0.99 -0.86 -0.1503
C 0.16 -1.29 -1.94 -0.0696
C 0.14 -0.50 -3.18 -0.2636
C 0.68 -1.06 -4.33 -0.0414
C 0.63 -0.34 -5.52 -0.0716
C 0.05 0.92 -5.50 -0.0410
C -0.49 1.38 -4.30 -0.0911
N -0.44 0.68 -3.17 0.1454
H -2.16 -3.73 1.94 0.0877
H -0.46 -3.82 1.70 0.0564
H 0.67 -2.25 -1.95 0.1341
H 1.12 -2.05 -4.30 0.1168
H 1.04 -0.74 -6.43 0.1122
H -0.01 1.53 -6.39 0.1087
H -0.97 2.35 -4.24 0.1074
C -2.48 3.46 3.64 -0.1694
Si -2.23 3.31 1.79 0.4218
C -1.20 4.79 1.25 -0.1672
C -3.93 3.59 1.08 -0.1610
N -1.49 1.73 1.50 -0.1706
C -0.47 1.44 2.43 -0.3855
C 0.51 2.33 2.90 -0.1084
C 1.43 1.95 3.87 -0.0897
C 1.40 0.68 4.43 -0.1002
C 0.45 -0.23 3.99 -0.0396
C -0.42 0.17 3.00 -0.2479
F -1.38 -0.70 2.59 -0.0037
H -3.14 4.31 3.86 0.0344
H -1.54 3.62 4.18 0.0259
H -2.95 2.55 4.05 0.0387
H -1.04 5.46 2.10 0.0363
H -1.71 5.34 0.46 0.0317
H -0.22 4.50 0.86 0.0169
H -4.69 2.96 1.54 0.0325
H -3.98 3.46 0.00 0.0122
H -4.17 4.64 1.30 0.0443
H 0.54 3.33 2.50 0.0933
H 2.18 2.67 4.19 0.1050
H 2.10 0.41 5.21 0.1025
H 0.37 -1.23 4.40 0.1143
S 1.78 1.07 0.27 0.7283
C 2.67 0.59 -1.08 -0.8118
N 3.47 -0.50 -1.05 0.0183
C 4.15 -1.04 -2.22 -0.1672
C 4.55 0.10 -3.13 -0.1578
C 3.32 0.92 -3.46 -0.1659
N 2.66 1.32 -2.22 0.0318
H 3.29 -1.10 -0.25 0.0335
H 3.49 -1.74 -2.77 0.1122
H 5.02 -1.60 -1.88 0.1197
H 5.00 -0.28 -4.05 0.1179
H 5.29 0.72 -2.62 0.1242
H 2.64 0.34 -4.08 0.0846
H 3.60 1.82 -4.01 0.1250
H 1.97 2.05 -2.25 0.1034
C 1.09 -6.24 2.71 -0.2209
Ge 2.88 -5.46 2.77 0.7303
C 4.24 -6.81 2.40 -0.2261
C 3.19 -4.68 4.53 -0.2279
C 3.02 -4.12 1.35 -0.6077
Se 2.26 -2.35 1.75 0.8674
C 3.78 -1.70 2.79 -0.3789
H 1.06 -7.18 3.27 0.0199
H 0.78 -6.44 1.68 0.0223
H 0.36 -5.56 3.17 0.0112
H 4.19 -7.63 3.12 0.0180
H 5.24 -6.37 2.46 0.0179
H 4.11 -7.23 1.40 0.0187
H 3.00 -5.43 5.30 0.0230
H 2.53 -3.83 4.70 0.0089
H 4.23 -4.35 4.63 0.0213
H 2.46 -4.47 0.48 0.0088
H 4.06 -3.98 1.04 0.0096
H 3.79 -2.12 3.79 -0.0014
H 3.66 -0.62 2.84 0.0076
H 4.71 -1.94 2.27 0.0247
C -1.16 4.94 -2.88 -0.1129
C -0.35 4.10 -2.12 -0.1101
C -0.86 2.95 -1.55 -0.1177
C -2.20 2.57 -1.73 -0.3071
C -3.01 3.43 -2.48 -0.0435
C -2.49 4.60 -3.04 -0.0919
N -2.66 1.38 -1.12 -0.0998
C -4.01 0.96 -1.33 -0.3326
C -4.85 0.72 -0.25 -0.1160
C -6.18 0.37 -0.45 -0.0752
C -6.69 0.23 -1.73 -0.0976
C -5.85 0.41 -2.82 -0.0838
C -4.52 0.77 -2.62 -0.0457
H -0.76 5.84 -3.32 0.0958
H 0.69 4.36 -1.95 0.1069
H -0.21 2.33 -0.95 0.0213
H -4.06 3.20 -2.62 0.1062
H -3.15 5.24 -3.61 0.1009
H -4.46 0.83 0.75 0.0858
H -6.82 0.21 0.41 0.1064
H -7.74 -0.01 -1.88 0.0976
H -6.22 0.27 -3.82 0.1004
H -3.86 0.90 -3.47 0.1144
```

Total charge: 0
Kohn-Sham gap (spin up / spin down) in eV: 6.56 / 6.77
HOMO (spin up / spin down) in eV: -7.02 / -7.31
Energy above the lowest of the compared OMol25 structures with the same formula, charge and spin in kcal/mol: 26.1
Spin multiplicity: 2

H3NO2S2 | the ωB97M-V functional and the def2-TZVPD basis

Structure (XYZ):
```
8
Properties=species:S:1:pos:R:3:lowdin_charge:R:1
N 0.55 -1.10 -0.58 -0.2008
O 1.93 0.80 0.69 -0.4399
O -0.46 0.66 1.05 -0.8987
S -0.97 1.65 -0.13 0.7327
S 1.00 -0.25 0.85 0.8317
H -0.23 -0.60 -1.12 0.0315
H 0.32 -2.06 -0.37 0.0323
H -2.14 0.90 -0.40 -0.0889
```

Total charge: 0
Kohn-Sham gap in eV: 9.83
HOMO in eV: -9.48
Energy above the lowest of the compared OMol25 structures with the same formula, charge and spin in kcal/mol: 3.8

C32H34BCdF4N7O5PS | the ωB97M-V functional and the def2-TZVPD basis

Structure (XYZ):
```
86
Properties=species:S:1:pos:R:3:lowdin_charge:R:1
Cd 0.55 -1.40 0.06 1.4316
O 3.96 2.84 -0.33 0.0228
C 3.89 2.44 -1.61 -0.3069
C 4.30 3.33 -2.60 -0.0421
C 4.21 2.99 -3.94 -0.1135
C 3.70 1.74 -4.31 -0.1103
C 3.31 0.85 -3.33 -0.0329
C 3.40 1.17 -1.98 -0.0961
C 2.90 0.17 -0.98 -0.5167
O 2.49 -0.95 -1.36 -0.1144
N 2.85 0.65 0.27 -0.0027
N 2.20 -0.25 1.10 -0.0799
C 2.31 -0.09 2.36 -0.1144
C 1.71 -0.98 3.34 -0.1648
C 1.78 -0.58 4.68 -0.0783
C 1.31 -1.35 5.73 -0.1323
C 0.77 -2.61 5.42 -0.1185
C 0.70 -3.05 4.11 -0.0487
C 1.14 -2.26 3.01 -0.4054
O 1.01 -2.71 1.81 -0.2229
H 3.57 2.08 0.21 0.0471
H 4.68 4.30 -2.29 0.1094
H 4.52 3.70 -4.69 0.0940
H 3.62 1.48 -5.36 0.0900
H 2.91 -0.12 -3.57 0.1144
H 2.91 0.75 2.73 0.1218
H 2.22 0.39 4.89 0.1008
H 1.36 -1.00 6.75 0.0816
H 0.41 -3.25 6.21 0.0902
H 0.29 -4.02 3.88 0.0968
N -2.82 0.83 2.68 0.1811
C -2.14 1.98 2.33 -0.1827
C -2.45 3.33 2.42 -0.0293
C -1.47 4.22 2.02 -0.1077
C -0.23 3.78 1.54 -0.0945
C 0.06 2.43 1.42 -0.0236
C -0.92 1.52 1.82 -0.2136
N -0.89 0.13 1.83 0.1632
C -2.02 -0.23 2.36 -0.2601
C -2.45 -1.60 2.72 -0.2978
C -3.20 -1.88 3.81 -0.3563
S -3.43 -3.56 3.94 1.0077
C -2.48 -3.77 2.52 -0.4704
N -2.03 -2.69 1.99 0.0576
H -3.79 0.77 2.95 0.1590
H -3.41 3.68 2.80 0.1020
H -1.67 5.29 2.08 0.0919
H 0.52 4.51 1.26 0.0968
H 1.02 2.08 1.05 0.0827
H -3.59 -1.20 4.56 0.0751
H -2.28 -4.77 2.13 0.0746
C 0.29 -5.32 0.13 -0.1761
P -0.44 -4.40 -1.23 0.5415
C -2.19 -4.29 -0.89 -0.1698
C -0.28 -5.42 -2.69 -0.1798
O 0.25 -3.08 -1.45 -0.4321
H -0.32 -6.18 0.41 0.0495
H 0.41 -4.62 0.97 0.0214
H 1.28 -5.66 -0.18 0.0578
H -2.60 -5.26 -0.63 0.0590
H -2.69 -3.87 -1.76 0.0577
H -2.33 -3.57 -0.08 0.0176
H -0.71 -6.42 -2.53 0.0511
H 0.77 -5.51 -2.95 0.0540
H -0.81 -4.93 -3.51 0.0562
F -2.02 -1.24 -0.44 0.0069
B -3.27 -0.85 -1.03 -1.2335
F -3.47 -1.58 -2.22 0.0862
F -3.25 0.54 -1.31 0.0862
F -4.29 -1.13 -0.09 0.0864
N 0.00 0.57 -1.13 0.1886
C -0.26 1.53 -1.70 -0.2015
N -0.47 2.61 -2.43 -0.0626
C -1.83 3.16 -2.59 -0.1070
C -1.89 3.81 -3.95 -0.1881
O -0.87 4.78 -4.12 -0.1354
C 0.42 4.20 -3.99 -0.1852
C 0.61 3.58 -2.63 -0.1014
H -2.02 3.90 -1.81 0.1319
H -2.55 2.35 -2.48 0.1189
H -2.84 4.32 -4.07 0.1241
H -1.80 3.04 -4.73 0.1288
H 1.15 5.00 -4.15 0.1255
H 0.57 3.43 -4.76 0.1280
H 0.56 4.36 -1.86 0.1326
H 1.57 3.07 -2.56 0.1070
```

Total charge: -1
Kohn-Sham gap in eV: 6.67
HOMO in eV: -4.50
Energy above the lowest of the compared OMol25 structures with the same formula, charge and spin in kcal/mol: 8.5

C20H21N3O4S | the ωB97M-V functional and the def2-TZVPD basis

Structure (XYZ):
```
49
Properties=species:S:1:pos:R:3:lowdin_charge:R:1
C 2.53 1.33 -1.93 -0.0703
O 2.56 0.56 -0.75 -0.0963
C 3.72 -0.06 -0.38 -0.2207
C 4.88 -0.04 -1.15 -0.0195
C 6.02 -0.69 -0.70 -0.0853
C 6.02 -1.35 0.51 -0.0943
C 4.87 -1.37 1.27 -0.0434
C 3.71 -0.73 0.85 -0.1348
C 2.47 -0.79 1.70 -0.1066
N 1.80 0.49 1.79 0.0692
C 0.49 0.63 1.49 -0.4594
O -0.27 -0.31 1.39 0.0751
C 0.05 2.08 1.29 -0.1134
N -1.32 2.21 0.88 -0.2655
C -2.34 1.99 1.87 -0.0976
S -1.65 1.75 -0.68 0.7036
O -2.93 2.29 -1.02 -0.2674
O -0.52 2.19 -1.46 -0.3097
C -1.72 -0.05 -0.85 -0.1936
C -0.72 -0.66 -1.56 -0.0457
C -0.73 -2.05 -1.74 -0.0483
C -1.74 -2.81 -1.23 -0.0185
C -2.79 -2.20 -0.50 -0.1416
C -3.86 -2.93 0.05 -0.0108
C -4.84 -2.27 0.74 -0.0478
C -4.72 -0.88 0.90 -0.1160
N -3.74 -0.17 0.41 0.1176
C -2.78 -0.79 -0.30 -0.2051
H 1.54 1.77 -1.97 0.0625
H 2.69 0.70 -2.82 0.1012
H 3.29 2.12 -1.91 0.1016
H 4.91 0.47 -2.09 0.1022
H 6.92 -0.66 -1.31 0.1041
H 6.91 -1.86 0.86 0.0998
H 4.86 -1.89 2.22 0.1111
H 1.74 -1.48 1.27 0.1349
H 2.73 -1.15 2.70 0.1254
H 2.39 1.31 1.78 0.1490
H 0.21 2.65 2.20 0.1401
H 0.66 2.50 0.48 0.1181
H -2.27 2.77 2.64 0.0925
H -3.29 2.06 1.36 0.0709
H -2.25 1.00 2.34 0.0847
H 0.07 -0.05 -1.97 0.0964
H 0.08 -2.51 -2.30 0.1086
H -1.76 -3.88 -1.37 0.1144
H -3.90 -4.00 -0.09 0.1157
H -5.67 -2.79 1.18 0.1012
H -5.46 -0.32 1.45 0.1118
```

Total charge: 0
Kohn-Sham gap in eV: 8.68
HOMO in eV: -8.62
Structure (SMILES): COc1ccccc1CNC(=O)CN(C)S(=O)(=O)c1cccc2cccnc12
Energy above the lowest of the compared OMol25 structures with the same formula, charge and spin in kcal/mol: 60.7

C25H35N13O2 | the ωB97M-V functional and the def2-TZVPD basis

Structure (XYZ):
```
75
Properties=species:S:1:pos:R:3:lowdin_charge:R:1
C -1.98 1.70 -6.07 -0.0548
C -3.01 1.14 -4.92 -0.4059
C -3.34 -0.39 -5.38 -0.1113
N -3.63 -1.52 -5.74 0.1237
C -2.19 1.17 -3.53 -0.0757
C -1.22 -0.14 -3.55 -0.1572
N -0.60 -1.18 -3.46 0.1105
O -4.16 2.01 -4.97 -0.0926
N -4.92 1.95 -3.84 -0.0254
O -5.76 1.11 -3.90 0.0883
H -2.59 2.41 -6.74 0.0981
H -1.20 2.37 -5.54 0.0694
H -1.52 0.86 -6.71 0.0278
H -2.82 1.07 -2.59 0.0955
H -1.48 2.06 -3.42 0.1333
C -2.55 -4.04 -1.38 -0.0601
C -2.44 -2.86 -0.46 -0.2179
N -2.36 -1.92 0.27 0.1148
H -2.67 -4.95 -0.80 0.0769
H -3.42 -3.92 -2.04 0.0814
H -1.65 -4.12 -1.99 0.0788
C -1.41 -2.21 3.31 -0.0800
C -0.25 -2.45 4.23 -0.2308
N 0.66 -2.65 4.97 0.1133
H -1.04 -1.94 2.32 0.0373
H -2.02 -3.11 3.23 0.0766
H -2.03 -1.39 3.69 0.0820
C -4.72 1.51 0.39 -0.0657
C -3.86 2.54 -0.28 -0.2512
N -3.17 3.36 -0.81 0.1168
H -4.76 1.69 1.46 0.0783
H -5.74 1.56 -0.02 0.0774
H -4.31 0.51 0.21 0.0571
C -2.17 -1.83 -9.57 -0.0539
C -1.68 -0.54 -8.97 -0.1780
N -1.29 0.48 -8.50 0.1213
H -1.52 -2.65 -9.26 0.0822
H -3.19 -2.03 -9.22 0.0791
H -2.17 -1.76 -10.65 0.0780
C 2.51 0.00 3.43 -0.0810
C 2.57 1.43 2.94 -0.2478
N 2.61 2.55 2.56 0.1136
H 2.28 -0.67 2.59 0.0738
H 3.47 -0.29 3.86 0.0599
H 1.74 -0.11 4.19 0.0573
C 1.22 4.50 5.28 -0.0843
C -0.11 4.98 5.78 -0.2542
N -1.17 5.36 6.17 0.0906
H 1.55 3.63 5.87 0.0541
H 1.15 4.21 4.23 0.0517
H 1.97 5.29 5.39 0.0770
C 6.39 1.11 5.18 -0.0598
C 5.05 1.59 5.67 -0.2311
N 3.97 1.98 6.06 0.1194
H 6.71 0.25 5.77 0.0273
H 6.32 0.83 4.13 0.0797
H 7.13 1.91 5.29 0.0850
C 5.26 -1.03 8.59 -0.0621
C 6.60 -1.17 7.93 -0.2439
N 7.67 -1.28 7.41 0.1123
H 5.04 -1.93 9.17 0.0788
H 5.26 -0.17 9.26 0.0814
H 4.49 -0.90 7.83 0.0716
C -0.57 4.03 -9.55 -0.0676
C -0.27 4.00 -8.08 -0.2322
N -0.03 3.97 -6.92 0.1215
H 0.33 4.30 -10.11 0.0772
H -0.93 3.05 -9.88 0.0585
H -1.35 4.78 -9.76 0.0769
C 2.02 -5.95 4.74 -0.0873
C 2.60 -7.13 5.47 -0.2527
N 3.06 -8.07 6.04 0.0997
H 1.77 -5.17 5.46 0.0513
H 2.75 -5.56 4.03 0.0752
H 1.12 -6.25 4.21 0.0731
```

Total charge: 0
Kohn-Sham gap in eV: 9.97
HOMO in eV: -10.86
Structure (SMILES): C[C@@](C#N)(CC#N)ON=O.CC#N.CC#N.CC#N.CC#N.CC#N.CC#N.CC#N.CC#N.CC#N.CC#N

C2H5ClS | the ωB97M-V functional and the def2-TZVPD basis

Structure (XYZ):
```
9
Properties=species:S:1:pos:R:3:lowdin_charge:R:1
C -2.10 0.55 -0.28 -0.0600
C 2.08 -0.57 -0.46 -1.0942
S 3.00 -1.77 0.15 0.7043
Cl 2.16 0.95 0.23 0.5224
H -1.59 0.68 0.64 -0.0184
H -1.75 -0.24 -0.92 0.0044
H -2.16 1.58 -0.72 0.0348
H -3.18 0.31 0.02 0.0367
H 3.55 -1.49 1.34 -0.1302
```

Total charge: 0
Kohn-Sham gap in eV: 8.75
HOMO in eV: -9.16
Energy above the lowest of the compared OMol25 structures with the same formula, charge and spin in kcal/mol: 56.7

C11H10ClF | the ωB97M-V functional and the def2-TZVPD basis

Structure (XYZ):
```
23
Properties=species:S:1:pos:R:3:lowdin_charge:R:1
C -2.44 0.39 1.44 -0.0706
C -2.05 1.54 0.77 -0.0855
C -1.78 -0.84 1.31 0.0150
C -0.96 1.47 -0.04 -0.0734
C -0.60 -0.92 0.47 -0.2067
C -0.35 0.24 -0.33 -0.1723
C 0.13 -2.02 0.49 -0.0428
C 0.57 -3.22 0.56 0.0185
C 0.95 0.31 -1.03 -0.1539
C 1.87 1.45 -0.46 -0.2240
C 2.74 1.13 0.65 -0.6070
F 2.13 0.94 1.82 0.0209
Cl 3.91 -0.20 0.20 0.5842
H -3.20 0.50 2.17 0.0900
H -2.53 2.43 1.02 0.0844
H -2.05 -1.70 1.83 0.0903
H -0.69 2.33 -0.71 0.1356
H 1.12 -3.53 1.52 0.0951
H 0.27 -4.00 -0.10 0.0510
H 1.30 -0.70 -1.11 0.0862
H 0.75 0.64 -2.04 0.1130
H 2.48 1.69 -1.35 0.1205
H 1.12 2.17 0.07 0.1315
```

Total charge: 0
Kohn-Sham gap (spin up / spin down) in eV: 6.76 / 7.97
HOMO (spin up / spin down) in eV: -6.99 / -8.49
Energy above the lowest of the compared OMol25 structures with the same formula, charge and spin in kcal/mol: 2.2

C23H33N2O17V | the ωB97M-V functional and the def2-TZVPD basis

Structure (XYZ):
```
76
Properties=species:S:1:pos:R:3:lowdin_charge:R:1
O 22.95 -20.49 19.70 -0.2702
V 21.80 -20.93 18.66 1.1722
O 20.63 -21.68 19.43 -0.2631
O 21.64 -19.99 14.82 0.1280
C 21.89 -20.49 16.02 -0.7383
O 21.16 -21.43 16.45 -0.0421
O 22.84 -20.11 16.75 -0.0494
H 22.53 -19.59 14.62 0.0794
C 18.32 -17.87 14.10 -0.1118
O 19.19 -16.78 14.31 -0.1814
C 20.46 -16.93 13.66 -0.1744
C 20.45 -17.40 12.23 -0.2285
O 19.71 -16.60 11.33 -0.1791
C 19.60 -17.20 10.06 -0.1004
H 17.76 -17.72 13.18 0.0913
H 17.64 -17.94 14.95 0.0883
H 18.81 -18.84 14.03 0.0812
H 20.86 -17.73 14.31 0.1026
H 21.07 -16.05 13.85 0.1248
H 20.08 -18.43 12.18 0.1063
H 21.50 -17.35 11.89 0.1288
H 19.23 -18.22 10.19 0.0865
H 20.54 -17.14 9.51 0.0872
H 18.90 -16.60 9.48 0.0883
C 24.79 -18.14 13.64 -0.2991
O 23.76 -18.77 13.78 -0.0011
N 25.27 -17.18 14.45 -0.1517
C 26.51 -16.47 14.17 -0.0439
C 24.37 -16.57 15.40 -0.0332
H 25.50 -18.29 12.82 0.1475
H 27.09 -16.26 15.06 0.0739
H 26.23 -15.50 13.77 0.0976
H 27.12 -16.99 13.43 0.0958
H 23.78 -15.70 15.12 0.0968
H 23.64 -17.30 15.75 0.0772
H 24.93 -16.31 16.31 0.0984
C 21.85 -23.60 10.82 -0.3562
O 22.30 -24.74 10.84 0.0198
N 22.41 -22.56 11.44 -0.1763
C 21.97 -21.19 11.25 -0.0623
C 23.73 -22.68 12.03 -0.0397
H 20.91 -23.33 10.32 0.1386
H 20.88 -21.12 11.28 0.0861
H 22.38 -20.73 10.35 0.0935
H 22.24 -20.58 12.11 0.0666
H 24.42 -21.87 11.78 0.0869
H 23.66 -22.71 13.12 0.0761
H 24.22 -23.59 11.71 0.0910
C 26.26 -20.88 15.92 0.0791
C 26.34 -19.63 16.36 -0.2371
C 27.52 -18.75 16.06 -0.3076
O 27.66 -17.59 16.37 0.0901
C 28.61 -19.44 15.32 0.0847
C 28.53 -20.72 14.93 -0.2407
C 27.31 -21.54 15.11 -0.3208
O 27.17 -22.66 14.67 0.1337
O 29.59 -21.36 14.40 0.0943
O 25.37 -19.04 17.08 0.0785
H 25.37 -21.45 16.16 0.1325
H 29.53 -18.90 15.20 0.1360
H 29.31 -22.10 13.85 0.1197
H 24.47 -19.38 16.93 0.0611
C 19.83 -23.55 13.96 0.0533
C 20.99 -24.13 14.31 -0.2158
C 21.20 -25.61 14.03 -0.3078
O 22.10 -26.30 14.43 0.1368
C 20.16 -26.26 13.20 0.0754
C 19.03 -25.62 12.91 -0.2342
C 18.72 -24.23 13.37 -0.3441
O 17.65 -23.68 13.15 0.1053
O 17.95 -26.22 12.35 0.0833
O 22.01 -23.45 14.83 0.0887
H 19.72 -22.48 14.10 0.1320
H 20.34 -27.22 12.74 0.1384
H 17.30 -25.52 12.18 0.1083
H 21.60 -22.65 15.23 0.0685
```

Total charge: 0
Kohn-Sham gap in eV: 5.57
HOMO in eV: -9.07

C4H5NO | the ωB97M-V functional and the def2-TZVPD basis

Structure (XYZ):
```
11
Properties=species:S:1:pos:R:3:lowdin_charge:R:1
C 0.23 -0.61 -0.17 -0.0633
C -0.35 0.09 1.05 -0.2446
N -0.71 1.30 1.25 0.0154
C -0.55 2.28 0.22 -0.1653
C -0.96 3.48 0.35 -0.1908
O -1.10 4.64 0.45 0.1717
H 1.19 0.02 -0.49 0.1288
H 0.44 -1.64 0.00 0.0543
H -0.55 -0.45 -0.84 0.0425
H -0.57 -0.41 2.03 0.1119
H -0.50 2.12 -0.89 0.1395
```

Total charge: 0
Kohn-Sham gap in eV: 9.56
HOMO in eV: -8.85
Structure (SMILES): C/C=N\C=C=O
Energy above the lowest of the compared OMol25 structures with the same formula, charge and spin in kcal/mol: 55.4